The following is a DFT calculation (ωB97M-V with the def2-TZVPD basis set) of 2 unconnected molecules or ions with the total composition C20H24BCl3O2Si.

```
51
Properties=species:S:1:pos:R:3:forces:R:3
Cl -5.914562 -1.130145 1.052299 0.446 -0.160 -0.088
B -4.319370 -2.060092 1.163742 -0.700 -0.583 0.705
Cl -3.871012 -2.363198 2.954282 0.145 0.207 -0.396
Cl -4.436940 -3.737864 0.300837 0.199 0.562 0.048
O -3.296701 -1.213497 0.460982 1.459 0.037 -1.216
C -2.189035 -1.672961 -0.031369 -2.054 -1.140 -0.093
C -1.841196 -1.476512 -1.425037 0.588 0.994 -0.663
C -0.865539 -2.324728 -2.014210 -0.378 0.516 0.175
C -0.433719 -2.087368 -3.319705 -0.289 -0.287 0.200
C -1.096090 -1.140586 -4.105360 -0.161 0.116 0.377
C -2.108008 -0.336358 -3.549416 0.109 -0.246 0.071
C -2.442325 -0.448755 -2.199467 0.230 -0.633 -0.083
H -1.777683 -2.576846 0.428254 -0.008 0.335 0.092
H -0.502869 -3.189900 -1.449493 0.088 0.466 -0.201
H 0.391415 -2.676462 -3.728045 -0.444 0.093 0.034
H -0.845670 -1.058202 -5.164356 -0.019 0.132 0.344
H -2.647701 0.360031 -4.190880 0.201 -0.080 0.233
H -3.204047 0.192360 -1.749873 0.260 -0.231 -0.114
C 0.746259 4.634541 1.280005 -0.137 -0.023 0.097
Si 0.501602 3.127963 0.187722 0.449 -0.126 0.032
C -1.031489 3.237164 -0.864091 -0.177 0.150 -0.220
C 2.093237 2.840526 -0.768106 -0.049 0.031 -0.232
O 0.237712 1.814709 1.200953 0.236 -0.968 0.007
C 0.417733 0.468196 1.233798 -1.680 0.002 0.492
C -0.694118 -0.382282 1.398748 0.818 2.540 0.282
C -0.376171 -1.622084 2.143396 0.718 -0.879 0.224
C 0.683717 -2.328730 1.283636 -0.350 -0.609 0.085
C 1.904895 -1.480579 1.162243 0.371 0.386 -0.143
C 1.781765 -0.074652 1.298402 0.766 -0.503 0.228
C 2.967123 0.673000 1.504843 -0.554 -0.206 -0.336
C 4.212481 0.064237 1.375143 0.002 -0.150 0.027
C 4.315136 -1.296404 1.025988 -0.253 0.409 0.171
C 3.151155 -2.060601 0.918200 0.381 0.305 0.212
H 0.764149 5.548773 0.666930 -0.019 -0.240 0.113
H -0.055693 4.746773 2.022214 0.121 -0.034 -0.207
H 1.696974 4.593341 1.831393 -0.213 -0.079 -0.187
H -0.898155 3.938114 -1.697600 -0.019 -0.079 0.116
H -1.327128 2.268844 -1.291678 0.204 0.143 0.126
H -1.879687 3.597734 -0.266987 0.178 -0.073 -0.059
H 2.133753 3.535102 -1.620438 0.042 -0.171 0.144
H 2.975819 3.032482 -0.139757 -0.295 -0.027 -0.185
H 2.181950 1.814607 -1.156959 -0.072 0.291 0.062
H -1.674106 0.100172 1.509818 0.638 -0.013 0.060
H 0.070045 -1.366632 3.127402 -0.205 -0.194 -0.335
H -1.263189 -2.222095 2.352533 0.205 -0.069 -0.094
H 0.956615 -3.321630 1.682829 -0.105 0.374 -0.230
H 0.288964 -2.441588 0.261861 0.045 -0.234 0.354
H 2.880064 1.727500 1.771731 0.108 -0.295 -0.165
H 5.116226 0.654567 1.545249 -0.295 -0.221 -0.067
H 5.303013 -1.755846 0.911950 -0.446 0.186 -0.052
H 3.220398 -3.124140 0.675443 -0.083 0.282 0.253
```
Forces are in eV/Å.

Properties
ΔE to the lowest compared entry with this formula, charge and spin = 28.7 kcal/mol
gap between HOMO and LUMO = 6.5179 eV
HOMO = -0.3119 Eh
largest force on an atom = 2.683 eV/Å

The following is a DFT calculation (ωB97M-V with the def2-TZVPD basis set) of a molecular structure, C20H24BiClNOP2.

```
50
Properties=species:S:1:pos:R:3:forces:R:3
C 0.961364 -3.022752 -2.503832 0.208 -0.049 0.068
C 0.668093 -1.797654 -1.911026 -0.169 0.144 0.751
C -0.167535 -1.770022 -0.754906 -0.075 -0.313 -0.165
C -0.728716 -2.974860 -0.303484 0.271 -0.509 -0.300
C -0.337204 -4.201444 -0.852684 -0.090 0.695 -0.148
C 0.505467 -4.220273 -1.960894 -0.050 -0.309 -0.131
C -1.811399 -2.952469 0.735181 -0.381 -0.252 -0.346
C -2.328366 -1.591850 1.075642 -0.625 0.422 0.205
C -1.714598 -0.452461 0.531288 -0.085 -0.129 0.276
C -2.368796 0.808541 0.652975 0.681 -0.354 0.094
C -3.546074 0.899905 1.386572 -0.123 -0.119 0.078
C -4.082652 -0.225662 2.011840 -0.303 0.346 0.241
C -3.473402 -1.465277 1.865929 0.289 0.168 -0.453
H 1.572518 -3.027076 -3.407723 -0.113 -0.091 0.208
H -0.734348 -5.119182 -0.412363 0.113 0.209 -0.278
H 0.764008 -5.169335 -2.435288 -0.019 0.330 0.171
H -2.660554 -3.540823 0.345929 0.218 0.172 0.054
H -4.055938 1.867638 1.438012 0.115 -0.369 0.103
H -4.996038 -0.119951 2.598840 0.272 -0.084 -0.154
H -3.881886 -2.360085 2.338866 -0.035 0.272 -0.154
N -0.465708 -0.581959 -0.082128 0.042 1.340 -1.213
Bi 1.347267 0.565519 0.956450 -0.556 -2.243 0.482
C 1.247628 -0.521850 -2.491518 -0.161 0.009 -0.091
H 0.464206 0.223795 -2.688499 0.176 -0.086 0.105
H 1.763105 -0.750831 -3.433295 -0.148 0.084 0.072
C -1.795074 2.052072 0.003536 0.045 -0.111 -0.236
H -1.582366 1.885339 -1.060216 0.072 -0.010 0.152
H -2.513437 2.880193 0.081628 0.137 -0.130 -0.041
P 2.508749 0.206656 -1.378540 -0.270 -0.059 -0.684
P -0.255639 2.629235 0.821399 -0.771 0.231 -0.358
C -0.829373 3.181563 2.448225 0.391 0.174 0.399
H 0.036360 3.362362 3.096742 -0.190 0.069 -0.083
H -1.410266 4.111005 2.355423 0.188 -0.241 -0.103
H -1.460822 2.420126 2.920326 0.132 0.027 -0.262
C 0.480207 4.029588 -0.056987 0.090 0.336 -0.034
H -0.171450 4.912047 -0.007400 0.133 -0.206 -0.025
H 1.446168 4.271118 0.408149 -0.244 -0.039 -0.054
H 0.664722 3.777803 -1.110254 -0.148 -0.020 0.288
C 3.782492 -1.078944 -1.277318 0.304 0.137 0.416
H 4.272370 -1.210406 -2.252075 -0.149 0.102 0.222
H 4.522027 -0.776290 -0.524360 -0.048 -0.117 -0.232
H 3.340277 -2.034208 -0.966852 -0.025 0.283 -0.102
C 3.235895 1.713549 -2.063678 0.273 0.084 -0.252
H 3.932896 2.128581 -1.321579 -0.149 -0.126 -0.196
H 3.780723 1.488674 -2.990125 -0.115 0.142 0.179
H 2.459015 2.464111 -2.266525 0.179 -0.292 0.028
C 0.854339 0.518112 3.760383 -0.146 0.040 3.108
O 0.928649 0.471032 4.896500 -0.088 0.033 -2.269
H -1.520344 -3.488266 1.615200 0.407 -0.310 0.753
Cl 3.353442 1.585363 2.168514 0.536 0.719 -0.090
```
Forces are in eV/Å.

Properties
ΔE to the lowest compared entry with this formula, charge and spin = 12.2 kcal/mol
gap between HOMO and LUMO = 6.0606 eV
net charge = +1
HOMO = -0.3548 Eh
largest force on an atom = 3.112 eV/Å

> Look up the gap between HOMO and LUMO of the second one.

6.0606 eV